(1)
190
Properties=species:S:1:pos:R:3 method="wB97M-V/def2-TZVPD" charge=0
C 5.8827 -3.5794 -2.9591
C 4.6791 -3.7985 -3.7895
C 3.4875 -3.2886 -3.0722
N 2.2070 -3.3678 -3.9470
C 2.4976 -2.7926 -5.2792
C 1.7049 -4.8205 -4.0600
C 0.2004 -4.8105 -3.8152
C -0.1467 -3.3729 -3.5595
C 1.1058 -2.7048 -3.1507
H 6.1143 -2.5034 -2.8660
H 6.7640 -3.9480 -3.5299
H 5.8104 -4.1213 -2.0285
H 4.7255 -4.8500 -3.9339
H 4.7370 -3.4081 -4.7819
H 3.6312 -2.2260 -2.8902
H 3.1673 -3.8369 -2.1863
H 1.5016 -2.5221 -5.8221
H 3.1505 -3.5358 -5.8635
H 2.9576 -1.8470 -5.0891
H 2.0283 -5.1278 -5.0382
H 2.1752 -5.4419 -3.2950
H -0.4539 -5.1930 -4.5665
H 0.1073 -5.5265 -2.9820
H -0.6971 -2.9005 -4.3863
H -0.8937 -3.4237 -2.7550
H 1.1855 -1.6094 -3.2288
H 1.3023 -3.0510 -2.1350
C 1.3137 -4.6767 5.7054
C 0.3949 -5.4248 4.7120
C 0.0325 -4.3269 3.6614
N -1.1494 -4.5194 2.7929
C -2.3831 -4.8527 3.6825
C -0.9141 -5.5489 1.7068
C -2.0588 -5.3473 0.6782
C -2.2913 -3.7735 0.8139
C -1.4999 -3.2717 1.9754
H 0.7440 -4.3190 6.5863
H 1.9497 -3.9518 5.1672
H 1.9317 -5.4480 6.1502
H -0.4924 -5.8551 5.2081
H 0.8688 -6.3592 4.2307
H 0.8554 -4.1280 2.8960
H -0.1153 -3.3892 4.2117
H -2.3116 -5.8255 4.1361
H -3.2761 -4.7986 3.0367
H -2.3072 -4.0429 4.3712
H -0.7544 -6.5399 2.0900
H -0.0464 -5.3128 1.0811
H -2.8848 -5.9566 0.8853
H -1.6653 -5.7124 -0.2496
H -3.3406 -3.6564 1.0172
H -2.1459 -3.1975 -0.1075
H -1.9746 -2.4887 2.5671
H -0.5401 -2.9008 1.6212
C 3.9834 -0.8404 1.4265
C 3.1891 0.4639 1.4359
C 4.0890 1.6251 1.5713
N 3.3933 2.8883 1.9405
C 2.4591 2.6120 3.0677
C 2.7309 3.5458 0.7756
C 3.6679 4.5701 0.2209
C 5.0287 4.3767 0.9409
C 4.5046 3.8290 2.3290
H 3.3146 -1.6719 1.5019
H 4.5669 -0.7876 2.3148
H 4.6705 -0.9992 0.5710
H 2.5163 0.4140 2.3321
H 2.5683 0.6057 0.5387
H 4.5686 1.8623 0.5840
H 4.8903 1.4092 2.3504
H 2.1700 3.5207 3.5646
H 2.9768 1.9454 3.7878
H 1.6143 2.1171 2.5924
H 1.8948 3.9945 1.2877
H 2.3857 2.8244 0.0672
H 3.2520 5.5594 0.3314
H 3.7373 4.3795 -0.9132
H 5.6579 5.2897 0.9888
H 5.5560 3.6682 0.3556
H 4.0795 4.6745 2.8599
H 5.3292 3.3496 2.9130
C -5.5013 3.8090 3.3327
C -5.6814 4.3809 1.9738
C -4.7320 5.4200 1.6369
N -4.2700 5.6438 0.2300
C -5.3555 5.7207 -0.7535
C -3.4229 6.8619 0.2687
C -2.3651 6.6984 -0.8412
C -2.2174 5.1523 -1.1280
C -3.3339 4.5322 -0.2895
H -6.1892 2.9734 3.3852
H -5.5714 4.4328 4.2062
H -4.5283 3.3762 3.4799
H -6.7526 4.6191 1.8150
H -5.5234 3.4794 1.3068
H -3.7805 5.2674 2.1836
H -5.0369 6.3850 1.9986
H -5.1091 5.7906 -1.7844
H -6.0233 6.5412 -0.5159
H -5.8922 4.7854 -0.6407
H -3.9872 7.7844 0.2649
H -2.9681 6.7982 1.2167
H -2.7257 7.0246 -1.8125
H -1.4358 7.1351 -0.5301
H -2.3597 4.9569 -2.1694
H -1.2276 4.8745 -0.7800
H -3.9150 3.7908 -0.7984
H -2.9999 3.9755 0.5728
C -4.5797 4.1262 -5.6855
C -5.7958 4.3267 -4.8688
O -5.7385 5.0115 -3.8268
N -6.9242 3.7034 -5.2168
H -6.9479 3.1126 -6.0688
H -4.9490 -0.7141 -0.4163
C -8.0828 3.6815 -4.2517
H -3.7178 4.7421 -5.2984
H -4.7057 4.3000 -6.7227
H -4.2806 3.0499 -5.6263
H -8.9943 3.2474 -4.7621
H -8.3917 4.6519 -3.9573
H -7.8085 3.1001 -3.3855
C 2.4698 -6.2503 -0.7011
O 3.6219 -6.4159 -1.6547
O 1.5970 -5.3378 -1.1055
C 1.9222 -7.7020 -0.5677
F 0.9937 -8.0047 -1.4418
F 2.8273 -8.6825 -0.5627
F 1.3656 -7.8334 0.6406
C 4.7754 -6.9604 -1.1558
C 5.4220 -7.6633 -2.3746
H 6.4347 -7.9706 -2.1994
H 4.7914 -8.4722 -2.7089
H 5.4236 -7.0134 -3.2623
H 4.6680 -7.6772 -0.3260
H 5.4768 -6.2347 -0.8343
H 3.0110 -6.0348 0.3195
C 2.7368 1.0115 -2.4373
O 4.1233 1.3496 -2.3989
O 2.1021 1.4460 -1.4033
C 2.2446 1.4721 -3.9065
F 0.9187 1.5067 -4.0355
F 2.6524 2.6420 -4.3305
F 2.5602 0.4669 -4.8187
C 4.9720 0.6030 -3.2288
C 6.4248 0.6158 -2.6690
H 6.7497 1.6551 -2.4374
H 6.5152 0.0689 -1.7599
H 7.0123 0.1133 -3.4108
H 4.8633 1.0492 -4.2209
H 4.6245 -0.4422 -3.2156
H 2.6435 -0.1348 -2.5506
C -3.4704 -0.4036 -1.4530
O -2.8931 0.8024 -0.9801
O -4.8328 -0.5633 -1.3089
C -3.1299 -0.3471 -2.9903
F -3.4057 -1.6684 -3.4545
F -3.9814 0.4632 -3.5845
F -1.8855 -0.0836 -3.2769
C -2.0790 0.7222 0.2025
C -1.0477 1.8081 0.2570
H -1.5942 2.7525 0.2110
H -0.5029 1.7605 1.2038
H -0.3084 1.7377 -0.6244
H -1.5481 -0.2408 0.1503
H -2.7125 0.7098 1.0963
H -2.9387 -1.2415 -0.9471
C -1.3440 -0.9568 4.9747
O -2.2274 0.2163 4.9614
O -1.7788 -2.0201 4.3873
C -0.0737 -0.3537 4.3277
F -0.0827 0.9946 4.5914
F 1.0909 -0.8344 4.7760
F -0.1045 -0.4868 3.0098
C -3.5299 -0.0545 5.4177
C -4.2051 1.3363 5.2847
H -3.8737 1.7448 4.3138
H -5.2345 1.1293 5.4457
H -3.9209 2.0577 6.0789
H -3.4510 -0.3147 6.5029
H -4.1778 -0.8286 5.0375
H -1.0829 -1.1432 6.0633
N 0.8474 5.5363 3.0701
S 1.7928 6.8291 3.2520
O 1.4036 7.8582 2.3330
O 3.1872 6.4890 3.5000
F 1.4226 7.3285 4.7070
S -0.6690 5.8307 2.7404
O -1.3101 4.6464 2.2337
O -1.0193 7.0085 1.9615
F -1.1161 6.0664 4.1918

=====

(2)
201
Properties=species:S:1:pos:R:3 method="wB97M-V/def2-TZVPD" charge=0
C 0.4276 2.7196 -0.3425
C -0.9652 2.6111 0.3398
C -1.5587 1.2445 0.0613
O -0.6291 0.2167 0.4294
C -0.9971 -0.6922 1.4784
N -0.8199 2.8252 1.8193
H -0.0773 2.2222 2.2101
H -0.6402 3.8263 1.9684
H -1.6321 2.5984 2.3710
H 0.8719 3.6654 -0.0376
H 0.3559 2.6363 -1.3753
H 1.1542 1.9352 -0.0182
H -1.6694 3.3733 -0.0461
H -1.8094 1.1464 -1.0573
H -2.4167 1.0863 0.7180
H -2.0267 -0.6075 1.7826
H -0.5319 -0.3464 2.3555
H -0.7055 -1.7416 1.2751
C -5.2093 5.9581 2.0329
C -4.2860 5.2960 1.0736
C -4.9838 4.7867 -0.1606
O -4.0154 4.3934 -1.0387
C -4.2269 3.2842 -1.8960
N -3.1608 6.2265 0.4780
H -3.5131 7.1693 0.2244
H -2.2789 6.4958 1.0487
H -2.6761 5.7568 -0.3182
H -5.9521 5.2326 2.3021
H -5.6175 6.7572 1.4239
H -4.8271 6.4019 2.9681
H -3.5773 4.5618 1.5085
H -5.5606 5.6571 -0.4910
H -5.6551 3.9647 0.0813
H -4.0571 3.6641 -2.9097
H -5.2417 3.0170 -1.7711
H -3.5231 2.5230 -1.6543
C -6.5962 -0.2142 -0.8079
C -5.0746 -0.5134 -1.0463
C -4.9328 -1.6508 -2.0128
C -3.4822 -2.0257 -2.3135
N -3.3986 -2.8453 -3.6047
C -1.8603 -3.2180 -3.7892
C -1.7749 -3.3790 -5.2993
C -2.9741 -2.5618 -5.9352
C -3.6708 -1.9297 -4.7332
C -4.3007 -4.0497 -3.5968
C -4.3031 -4.9746 -2.3705
C -5.5672 -5.7533 -2.3295
H -7.1432 -1.0878 -0.3944
H -7.0882 0.1374 -1.7768
H -6.6166 0.6379 -0.0887
H -4.6404 -0.7009 -0.0558
H -4.5186 0.3103 -1.4064
H -5.4008 -1.3243 -2.9906
H -5.5819 -2.4689 -1.7471
H -3.0325 -2.5734 -1.4206
H -2.8776 -1.2124 -2.5420
H -1.5850 -4.1146 -3.2694
H -1.3717 -2.3384 -3.4227
H -1.6927 -4.4165 -5.6053
H -0.8887 -2.8664 -5.6193
H -3.7203 -3.1687 -6.4633
H -2.5335 -1.8525 -6.6647
H -4.7897 -1.7544 -4.8621
H -3.2548 -0.9477 -4.4212
H -4.0642 -4.6117 -4.5028
H -5.2890 -3.6707 -3.9250
H -4.1974 -4.3013 -1.4502
H -3.3742 -5.5139 -2.3532
H -5.7836 -6.2659 -3.3044
H -6.4208 -5.1673 -2.0353
H -5.6024 -6.5248 -1.5554
C 3.6898 -0.7302 -4.2704
C 4.8017 0.4254 -4.3359
C 4.5588 1.5731 -3.3521
C 3.2194 2.3190 -3.6051
N 3.3474 3.9189 -3.3656
C 4.1949 4.5306 -4.4776
C 3.3425 5.6562 -5.0880
C 1.8326 5.1727 -4.9015
C 1.9661 4.5033 -3.5422
C 4.0023 4.2363 -1.9661
C 4.0204 5.7958 -1.6461
C 4.7143 5.9140 -0.2043
H 4.1336 -1.6854 -4.3120
H 3.0659 -0.5857 -5.1272
H 2.9686 -0.6561 -3.4678
H 4.8651 0.8535 -5.3688
H 5.7567 -0.0869 -4.1067
H 5.3572 2.3378 -3.4963
H 4.6481 1.3635 -2.2944
H 2.4252 1.9672 -2.8645
H 2.9307 2.2544 -4.6218
H 5.0480 5.0594 -4.0813
H 4.4837 3.7118 -5.1793
H 3.5667 6.5418 -4.5462
H 3.5980 5.8508 -6.1316
H 1.0840 5.9589 -4.9305
H 1.6554 4.4182 -5.6929
H 1.8907 5.1864 -2.6897
H 1.2471 3.6653 -3.4510
H 5.0515 3.9787 -2.1201
H 3.4006 3.7219 -1.2150
H 3.0705 6.2434 -1.5817
H 4.6031 6.3666 -2.4394
H 4.2416 5.2687 0.5219
H 4.6892 6.9953 0.0411
H 5.7439 5.5903 -0.1814
C 6.5580 -0.5998 3.2584
C 6.7156 -2.0656 3.7908
C 5.5901 -2.9969 3.2532
C 4.4154 -2.9194 4.1929
P 2.8491 -3.8305 3.8702
C 2.6951 -3.9669 2.0790
C 2.3922 -2.6144 1.4312
C 2.2744 -2.7459 -0.0824
C 2.4229 -1.4564 -0.8778
C 2.6152 -5.5750 4.4711
C 3.4295 -6.6931 3.9104
C 2.8039 -8.0520 4.2206
C 2.7556 -8.6654 5.6567
C 1.6685 -2.6745 4.6502
C 0.3730 -3.2439 5.3202
C -0.6487 -2.1767 5.6435
C -2.0473 -2.7582 5.9410
H 5.7336 -0.0924 3.8093
H 6.2877 -0.6376 2.2169
H 7.4549 -0.0033 3.3370
H 6.7372 -1.9611 4.9066
H 7.6798 -2.4961 3.4443
H 5.8773 -4.0102 3.1494
H 5.2145 -2.6730 2.2596
H 4.0405 -1.8717 4.2177
H 4.7345 -3.2294 5.1916
H 1.9914 -4.7368 1.7937
H 3.6747 -4.3820 1.6155
H 3.1677 -1.8482 1.6643
H 1.5105 -2.1484 1.9010
H 1.2558 -3.1740 -0.3178
H 3.0520 -3.3870 -0.3961
H 1.7354 -0.6308 -0.5612
H 2.1003 -1.7209 -1.8885
H 3.5046 -1.2395 -0.8729
H 1.5550 -5.7704 4.2574
H 2.7686 -5.5020 5.5659
H 4.4833 -6.6684 4.2699
H 3.5302 -6.6231 2.8232
H 3.4054 -8.7829 3.5925
H 1.7566 -8.0730 3.7738
H 2.0873 -9.5258 5.6715
H 2.4444 -7.9859 6.4782
H 3.7960 -8.9792 5.9142
H 1.4368 -2.0031 3.8056
H 2.2421 -1.9962 5.3445
H 0.6484 -3.8108 6.1915
H -0.0799 -3.9504 4.6247
H -0.7053 -1.6044 4.7040
H -0.2888 -1.5201 6.4818
H -2.7427 -1.9532 6.1772
H -1.9995 -3.5317 6.7262
H -2.4514 -3.2970 5.0733
C 1.2404 7.7957 1.3802
F 2.1227 6.8737 1.8285
F 0.6528 8.4283 2.3987
F 1.9353 8.7168 0.6287
S 0.1230 6.8706 0.2226
O -0.8190 7.7562 -0.4133
O 1.0622 6.2197 -0.6094
O -0.5417 5.9581 1.1585
C -1.3002 1.1534 -6.2705
F -1.3558 2.4620 -6.6425
F -2.4741 0.6891 -6.5951
F -0.4614 0.5077 -7.0302
S -0.9612 0.8013 -4.4013
O -0.7947 -0.6768 -4.3923
O 0.1987 1.5793 -4.1616
O -2.2038 1.2486 -3.7351
C -5.8935 0.7444 3.1946
F -5.4196 -0.5422 3.1000
F -7.0837 0.7940 2.6331
F -5.9768 1.0389 4.4990
S -4.7751 2.0105 2.3045
O -4.6318 1.4523 0.9832
O -5.5984 3.1554 2.4780
O -3.4960 2.0233 2.9401
C -2.5472 -5.9727 2.0872
F -3.5236 -5.0787 2.3649
F -2.0730 -6.4975 3.2627
F -3.2027 -6.9036 1.3628
S -1.0216 -5.2811 1.1687
O -0.7635 -4.1271 2.0379
O -0.0921 -6.3871 1.2322
O -1.5367 -4.9345 -0.1599
C 3.6717 2.2324 2.8003
F 3.1363 3.3470 2.3371
F 3.9515 1.4486 1.7543
F 4.7550 2.5393 3.5442
S 2.4928 1.3217 3.8937
O 2.9747 -0.0180 3.7317
O 2.7048 1.9652 5.1565
O 1.2438 1.5526 3.2255

=====

Number 1: HOMO -7.44 eV. Number 2: HOMO -9.09 eV.